No. 1
# C39H86ClF3N2O16Si2

5 unconnected molecules or ions with the total composition C39H86ClF3N2O16Si2 in a non-equilibrium geometry (ωB97M-V/def2-TZVPD, the OMol25 dataset).

Last column: Mulliken charge in e.
CARTESIAN COORDINATES (ANGSTROEM)
C 5.883 -6.630 -0.505  -0.9157
N 4.441 -6.474 -0.578  -0.1351
C 3.859 -5.574 0.425  -0.8127
Si 2.598 -4.355 -0.291  0.8141
C 2.678 -4.433 -2.140  -1.1734
C 0.874 -4.752 0.354  -0.9918
C 0.394 -3.873 1.523  -0.2177
C 1.076 -4.296 2.809  -0.3238
Cl 0.524 -3.303 4.199  -0.2544
O 3.045 -2.875 0.349  -0.4848
Si 2.852 -1.353 -0.206  -0.3302
C 2.920 -0.143 1.221  -0.6702
C 4.031 -0.265 2.257  -0.5232
O 3.988 -1.569 2.825  -0.5075
C 1.192 -1.113 -1.030  -0.4733
C 0.915 0.323 -1.497  -0.8495
C -0.551 0.556 -1.737  0.6696
F -0.789 1.797 -2.213  -0.1995
F -1.282 0.428 -0.600  -0.2930
F -1.068 -0.322 -2.627  -0.3030
N 4.118 -1.124 -1.422  0.6312
C 5.317 -1.941 -1.345  0.3273
C 5.994 -2.148 -0.013  0.6364
O 5.751 -2.406 -2.353  -0.5658
C 4.365 0.203 -1.910  0.3779
C 5.372 1.042 -1.170  -0.3075
O 3.762 0.633 -2.846  -0.5923
H 6.190 -7.492 -1.096  0.3599
H 6.258 -6.769 0.521  0.3032
H 6.374 -5.751 -0.932  0.2351
H 3.983 -7.373 -0.581  0.2430
H 3.438 -6.131 1.275  0.4377
H 4.668 -4.962 0.843  0.2170
H 2.145 -3.639 -2.664  0.3657
H 3.713 -4.466 -2.484  0.2950
H 2.222 -5.389 -2.420  0.5174
H 0.921 -5.794 0.698  0.5330
H 0.138 -4.742 -0.455  0.4637
H -0.688 -3.955 1.648  0.5276
H 0.632 -2.821 1.359  -0.2202
H 0.843 -5.329 3.063  0.4549
H 2.155 -4.151 2.758  -0.0634
H 2.947 0.884 0.838  0.4995
H 1.958 -0.257 1.739  0.6532
H 3.887 0.496 3.031  0.5802
H 5.011 -0.072 1.798  -0.1826
H 4.582 -1.594 3.581  0.2890
H 1.069 -1.791 -1.875  0.5350
H 0.434 -1.392 -0.288  0.3321
H 1.426 0.533 -2.434  0.3236
H 1.220 1.065 -0.754  0.1017
H 6.797 -2.870 -0.153  0.5270
H 6.430 -1.210 0.339  -0.9316
H 5.296 -2.504 0.744  -0.3340
H 5.997 0.484 -0.479  -0.4091
H 4.849 1.837 -0.636  0.2312
H 6.016 1.527 -1.905  0.4313
C -6.150 7.008 -5.587  -0.6490
O -4.997 6.965 -4.782  -0.3017
C -5.191 7.628 -3.547  -0.1787
C -4.146 7.213 -2.538  -0.5412
O -4.396 5.951 -1.943  -0.4444
C -4.048 4.808 -2.708  -0.5070
C -2.571 4.487 -2.698  -0.3022
O -1.869 5.334 -3.590  -0.2885
C -0.486 5.352 -3.330  -0.7253
H -6.439 8.041 -5.822  0.2889
H -5.930 6.483 -6.514  0.3159
H -6.991 6.515 -5.086  0.1874
H -6.187 7.393 -3.146  0.0268
H -5.131 8.716 -3.697  0.4545
H -4.185 7.930 -1.715  0.4050
H -3.151 7.253 -2.987  0.2244
H -4.407 4.893 -3.737  0.2360
H -4.567 3.976 -2.227  0.3695
H -2.434 3.441 -2.999  0.3007
H -2.183 4.608 -1.678  0.3420
H -0.275 5.727 -2.321  0.3374
H -0.025 6.015 -4.059  0.2417
H -0.043 4.353 -3.428  0.2446
C 10.407 -2.239 1.929  -0.6848
O 10.373 -0.876 1.575  -0.2870
C 9.743 -0.661 0.330  0.1812
C 9.363 0.792 0.160  -0.7151
O 8.192 1.171 0.869  -0.1931
C 8.320 1.369 2.269  -0.3738
C 8.991 2.669 2.649  -0.7963
O 10.393 2.566 2.512  -0.2482
C 11.024 3.826 2.492  -0.7850
H 10.963 -2.833 1.194  0.3259
H 10.906 -2.314 2.893  0.2513
H 9.395 -2.653 2.015  0.2115
H 8.840 -1.283 0.252  -0.2602
H 10.421 -0.945 -0.488  0.4537
H 9.118 0.943 -0.894  0.4483
H 10.206 1.437 0.416  0.2648
H 8.831 0.527 2.743  0.3384
H 7.294 1.409 2.644  0.2800
H 8.735 2.906 3.692  0.4452
H 8.604 3.474 2.010  0.3439
H 10.678 4.431 1.646  0.3306
H 12.093 3.653 2.393  0.2332
H 10.839 4.384 3.418  0.3155
C -14.684 9.504 -3.714  -0.7684
O -13.640 8.563 -3.792  -0.2552
C -13.523 7.996 -5.082  -0.5765
C -12.181 7.321 -5.252  -0.4096
O -11.115 8.221 -5.504  -0.4462
C -10.582 8.904 -4.382  -0.5299
C -9.641 8.065 -3.549  -0.1689
O -10.354 7.188 -2.699  -0.3480
C -9.544 6.141 -2.219  -0.6962
H -15.656 9.049 -3.939  0.3134
H -14.702 9.887 -2.695  0.2314
H -14.521 10.338 -4.407  0.3180
H -13.634 8.773 -5.849  0.3409
H -14.315 7.249 -5.232  0.4227
H -12.241 6.693 -6.143  0.3788
H -11.968 6.683 -4.390  0.2193
H -11.373 9.318 -3.753  0.2134
H -10.002 9.729 -4.800  0.4298
H -9.010 8.730 -2.940  0.4495
H -8.984 7.489 -4.215  0.0131
H -9.159 5.526 -3.041  0.2969
H -10.160 5.522 -1.569  0.2742
H -8.691 6.521 -1.642  0.2778
C -0.193 -6.160 6.454  -0.1574
O -1.089 -7.247 6.497  -0.3088
C -2.300 -6.962 5.824  -0.4954
C -3.051 -8.234 5.506  -0.4642
O -2.538 -8.936 4.385  -0.4440
C -1.380 -9.723 4.604  -0.3788
C -1.660 -11.053 5.266  -0.5911
O -1.843 -10.892 6.659  -0.2558
C -2.464 -12.009 7.250  -0.7675
H -0.614 -5.269 6.934  0.3029
H 0.709 -6.456 6.985  0.3025
H 0.065 -5.902 5.422  -0.2274
H -2.094 -6.423 4.889  0.2667
H -2.934 -6.321 6.453  0.4388
H -4.068 -7.954 5.225  0.3994
H -3.098 -8.876 6.389  0.2189
H -0.625 -9.173 5.171  0.2202
H -0.985 -9.932 3.607  0.3808
H -0.811 -11.727 5.079  0.4186
H -2.556 -11.498 4.814  0.3327
H -3.461 -12.181 6.829  0.3180
H -2.557 -11.805 8.315  0.2332
H -1.868 -12.920 7.114  0.3124

Atoms 1-6, force components in eV/Å:
C 0.017 -0.017 0.075
N -0.030 -0.054 -0.196
C 0.111 0.004 0.005
Si 0.123 -0.252 0.238
C -0.002 -0.095 -0.030
C -0.030 0.032 0.114

The SMILES is CNC[Si@@](C)(CCCCl)O[Si@](CCO)(CCC(F)(F)F)N(C(C)=O)C(C)=O.COCCOCCOC.COCCOCCOC.COCCOCCOC.COCCOCCOC. For the lowest unoccupied orbital energy, the calculation gives 0.00964 Eh. The net charge is 0. Its calculated total energy is -4189.67597 hartree. As for the largest force on an atom: 1.083 eV Å⁻¹. For the HOMO energy, the calculation gives -0.314 Ha.

---

No. 2
# C39H88IN3OP

A molecular structure, C39H88IN3OP in a non-equilibrium geometry (ωB97M-V/def2-TZVPD, the OMol25 dataset).

Last column: Mulliken charge in e.
CARTESIAN COORDINATES (ANGSTROEM)
C -2.195 -1.883 4.091  -1.5457
C -1.777 -3.350 4.220  0.1949
C -0.548 -3.692 3.343  -0.4758
C 0.715 -4.104 4.127  -0.5382
C 1.764 -2.997 4.140  0.7358
C 3.108 -3.411 4.750  -1.1655
C 4.160 -3.855 3.739  -1.2122
C 4.628 -2.730 2.796  -0.0263
C 3.926 -2.809 1.428  -1.0444
P 3.713 -1.296 0.520  0.1018
C 2.487 -0.216 1.252  -0.5158
C 2.707 0.257 2.707  0.6544
C 2.154 1.667 2.997  -1.0423
C 2.745 2.815 2.172  -0.9283
N 1.762 3.890 1.852  -0.3495
C 1.567 4.035 0.447  0.3480
N 2.199 4.800 -0.339  -0.6250
N 0.538 3.216 -0.046  -0.5057
O 3.138 -1.817 -0.855  -0.3178
C 2.442 -0.915 -1.762  -0.2846
C 2.359 -1.567 -3.134  -0.9487
C 1.079 -2.366 -3.309  -0.5984
C 0.974 -3.546 -2.336  -0.9607
C 5.252 -0.423 0.108  -1.0351
I 6.731 -1.825 -0.515  0.1697
C 5.779 0.640 1.076  0.1880
C 6.542 0.170 2.318  -1.2155
H -2.116 -1.541 3.064  0.3751
H -3.219 -1.744 4.422  0.4227
H -1.562 -1.252 4.710  0.3048
H -1.504 -3.515 5.257  -0.1948
H -2.604 -3.997 3.954  0.3277
H -0.808 -4.499 2.665  0.4427
H -0.321 -2.819 2.733  0.0459
H 0.449 -4.312 5.158  0.2048
H 1.143 -4.994 3.671  0.4557
H 1.366 -2.170 4.728  0.4356
H 1.902 -2.621 3.128  -0.9299
H 2.961 -4.200 5.481  0.4940
H 3.520 -2.557 5.287  0.4063
H 3.814 -4.700 3.147  0.4349
H 5.028 -4.190 4.299  0.4020
H 4.496 -1.768 3.277  -0.1021
H 5.688 -2.872 2.615  0.4696
H 2.944 -3.270 1.494  0.7131
H 4.508 -3.434 0.753  0.6996
H 1.575 -0.815 1.224  0.5544
H 2.309 0.622 0.588  0.5385
H 3.745 0.217 3.020  -0.0720
H 2.161 -0.431 3.342  -0.4235
H 1.069 1.671 2.950  0.4378
H 2.398 1.868 4.037  0.4523
H 3.187 2.466 1.242  0.5247
H 3.558 3.262 2.734  0.3821
H 2.123 4.766 2.203  0.3463
H 2.915 5.317 0.158  0.2220
H 0.398 2.451 0.602  0.3188
H 0.852 2.860 -0.942  0.1329
H 2.942 0.049 -1.825  0.5752
H 1.433 -0.771 -1.381  0.3490
H 3.223 -2.213 -3.256  0.2685
H 2.405 -0.773 -3.876  0.4273
H 0.228 -1.710 -3.138  0.2914
H 1.016 -2.754 -4.320  0.4052
H 0.194 -4.224 -2.661  0.4178
H 0.744 -3.212 -1.328  0.1821
H 1.912 -4.095 -2.300  0.2461
H 4.975 0.094 -0.807  0.7921
H 4.953 1.273 1.383  -0.3978
H 6.444 1.265 0.487  0.6755
H 7.436 0.766 2.453  0.3622
H 5.958 0.297 3.227  0.3320
H 6.840 -0.869 2.269  0.2217
C -0.519 3.848 -8.757  -0.8300
C 0.691 3.879 -7.828  -0.4518
C 0.748 2.689 -6.873  -0.7144
C -0.430 2.587 -5.903  -0.5313
C -0.637 3.806 -5.007  -0.0889
C 0.547 4.097 -4.089  -1.1988
H -1.457 3.891 -8.201  -0.0745
H -0.506 4.698 -9.439  0.3876
H -0.525 2.936 -9.358  0.3215
H 0.697 4.816 -7.264  0.2345
H 1.602 3.884 -8.432  0.3844
H 1.686 2.732 -6.309  0.2914
H 0.795 1.767 -7.462  0.3996
H -0.280 1.709 -5.269  0.2637
H -1.351 2.396 -6.462  0.2640
H -1.527 3.637 -4.395  0.3976
H -0.851 4.689 -5.614  0.1414
H 0.761 3.242 -3.438  0.0520
H 0.341 4.954 -3.448  0.4746
H 1.451 4.320 -4.657  0.2639
C -4.165 3.924 -6.953  -0.7260
C -5.412 4.757 -7.235  -0.6123
C -5.199 5.805 -8.326  -0.7491
C -4.129 6.851 -8.008  -0.4326
C -4.361 7.638 -6.719  -0.3537
C -5.651 8.453 -6.727  -1.2652
H -3.343 4.544 -6.590  -0.0246
H -4.367 3.170 -6.190  0.3915
H -3.830 3.409 -7.856  0.3128
H -5.748 5.234 -6.312  0.2890
H -6.222 4.092 -7.545  0.3730
H -6.150 6.303 -8.530  0.3282
H -4.921 5.298 -9.255  0.3744
H -4.071 7.553 -8.846  0.4086
H -3.149 6.367 -7.957  0.0903
H -3.515 8.314 -6.570  0.3942
H -4.362 6.960 -5.861  0.2236
H -5.656 9.164 -7.555  0.3021
H -5.759 9.019 -5.801  0.3859
H -6.531 7.817 -6.825  0.2888
C -1.628 -6.150 6.951  -1.2128
C -3.124 -6.096 6.658  -0.4236
C -3.866 -5.045 7.482  -0.5158
C -3.817 -5.262 8.995  -0.8058
C -4.357 -6.610 9.467  -0.3995
C -5.830 -6.827 9.132  -1.1967
H -1.427 -6.423 7.988  0.3485
H -1.136 -6.890 6.318  0.3677
H -1.161 -5.181 6.763  0.2227
H -3.561 -7.084 6.820  0.4054
H -3.270 -5.870 5.598  0.2978
H -4.907 -5.006 7.152  0.3594
H -3.445 -4.058 7.259  0.2535
H -4.387 -4.463 9.478  0.4019
H -2.788 -5.149 9.348  0.3100
H -4.227 -6.674 10.550  0.3960
H -3.762 -7.424 9.043  0.2200
H -6.449 -6.046 9.578  0.2957
H -6.178 -7.787 9.514  0.3834
H -6.006 -6.822 8.055  0.2793

Atoms 1-6, force components in eV/Å:
C -0.054 -0.266 0.103
C 0.532 0.530 -0.325
C -0.148 -0.249 0.459
C -0.009 0.513 -0.569
C -0.035 -0.152 0.519
C -0.029 0.259 -0.368

For the lowest unoccupied orbital energy, the calculation gives -0.10237 Eh. The net charge is +1. Its calculated total energy is -2417.12885 hartree. As for the largest force on an atom: 1.303 eV Å⁻¹. For the HOMO energy, the calculation gives -0.433 Ha.

---

No. 3
# C39H93N3O9

9 unconnected molecules or ions with the total composition C39H93N3O9 in a non-equilibrium geometry (ωB97M-V/def2-TZVPD, the OMol25 dataset).

Last column: Mulliken charge in e.
CARTESIAN COORDINATES (ANGSTROEM)
C -0.410 -4.516 4.734  -1.7679
C -0.428 -5.309 3.437  1.2118
C 0.859 -6.146 3.375  -1.7716
C -1.646 -6.252 3.471  -1.2449
C -2.099 -6.706 2.095  -0.9272
C -2.327 -5.524 1.159  -1.1251
C -1.086 -4.643 1.034  1.7241
C -0.085 -5.266 0.033  -1.9187
C -1.525 -3.315 0.405  -1.4344
N -0.499 -4.381 2.326  1.0460
O 0.604 -3.500 2.279  -0.4158
H 0.454 -3.847 4.721  0.3613
H -1.314 -3.925 4.875  0.1715
H -0.281 -5.173 5.598  0.5200
H 0.861 -6.807 2.507  0.3934
H 1.724 -5.482 3.315  0.2807
H 1.017 -6.771 4.257  0.4980
H -1.306 -7.117 4.046  0.4375
H -2.483 -5.833 4.038  0.3776
H -1.311 -7.354 1.689  0.3484
H -2.990 -7.339 2.070  0.4609
H -3.141 -4.891 1.519  0.3817
H -2.523 -5.911 0.159  0.4464
H 0.318 -6.198 0.441  0.3606
H 0.791 -4.637 -0.133  0.3003
H -0.552 -5.491 -0.927  0.4508
H -2.236 -2.786 1.049  0.1241
H -2.022 -3.504 -0.548  0.4266
H -0.668 -2.662 0.226  -0.1895
H 0.200 -2.625 2.209  0.0167
C -2.245 2.334 1.834  -1.5943
C -1.641 1.758 3.122  1.2115
C -0.142 2.134 3.128  -1.2364
C -2.343 2.434 4.285  -1.2403
C -2.069 1.789 5.630  -0.6954
C -2.498 0.318 5.565  -1.4716
C -1.894 -0.487 4.409  2.0232
C -0.481 -0.947 4.773  -1.0395
C -2.763 -1.694 4.096  -2.0790
N -1.885 0.345 3.189  0.0886
O -1.313 -0.326 2.071  0.2987
H -3.272 1.980 1.729  0.4978
H -2.200 3.424 1.872  0.5166
H -1.658 2.056 0.957  -0.0738
H 0.033 3.208 3.067  0.2862
H 0.394 1.737 3.990  0.3591
H 0.323 1.667 2.252  0.0086
H -2.122 3.505 4.308  0.4561
H -3.425 2.392 4.097  0.4460
H -1.017 1.801 5.926  0.3626
H -2.620 2.283 6.430  0.4424
H -3.580 0.181 5.631  0.3944
H -2.106 -0.144 6.481  0.3923
H -0.030 -1.477 3.934  -0.2561
H -0.527 -1.601 5.645  0.4992
H 0.171 -0.101 4.987  0.4292
H -3.688 -1.382 3.607  0.4273
H -3.023 -2.329 4.946  0.4290
H -2.231 -2.360 3.405  0.3212
H -2.086 -0.697 1.635  0.2075
C 0.931 7.813 0.123  -2.1123
C 0.128 6.540 -0.116  1.7444
C 0.271 5.568 1.060  -1.5723
C -1.348 6.954 -0.219  -1.4521
C -2.306 5.906 -0.791  0.0489
C -1.806 5.381 -2.128  -1.3723
C -0.339 4.979 -2.157  2.5136
C -0.164 3.582 -1.541  -1.3348
C 0.164 4.999 -3.596  -2.0826
N 0.440 5.993 -1.425  0.1253
O 1.829 5.727 -1.558  -0.4359
H 0.635 8.228 1.088  0.3898
H 1.997 7.588 0.207  0.3376
H 0.788 8.535 -0.676  0.4626
H 0.076 6.120 1.985  0.5132
H -0.500 4.802 1.022  0.2205
H 1.252 5.098 1.165  0.2798
H -1.731 7.166 0.794  0.4160
H -1.455 7.947 -0.668  0.3972
H -2.415 5.153 -0.002  -0.2295
H -3.297 6.345 -0.916  0.4484
H -1.886 6.234 -2.815  0.4172
H -2.440 4.582 -2.513  0.4555
H -0.729 3.488 -0.614  -0.2660
H 0.881 3.302 -1.401  0.2443
H -0.609 2.825 -2.198  0.3527
H -0.660 4.768 -4.276  0.4107
H 1.015 4.358 -3.824  0.3335
H 0.514 5.998 -3.865  0.4643
H 2.000 5.020 -0.920  0.1326
C -0.019 -0.433 -2.003  -0.1596
C 0.799 0.019 -0.813  1.2419
O 2.077 0.470 -1.228  -0.4671
H -0.810 -1.073 -1.603  0.0112
H 0.566 -0.918 -2.779  -0.3532
H -0.501 0.427 -2.478  0.1333
H 0.926 -0.846 -0.139  0.0219
H 0.214 0.715 -0.199  -0.5205
H 2.378 1.171 -0.632  0.0294
C 1.826 0.333 -5.239  -0.4796
C 2.907 -0.043 -6.223  -0.3817
O 2.430 -0.019 -7.556  -0.5394
H 2.193 0.034 -4.252  -0.0647
H 0.869 -0.158 -5.414  0.2816
H 1.663 1.411 -5.187  0.3179
H 3.250 -1.049 -5.963  0.2808
H 3.725 0.670 -6.068  0.3054
H 2.985 -0.613 -8.066  0.3028
C 4.406 -2.064 0.917  -0.8057
C 4.826 -2.024 -0.534  -0.1279
O 5.281 -0.709 -0.860  -0.5490
H 3.938 -2.995 1.239  0.2631
H 3.773 -1.200 1.146  0.1750
H 5.268 -1.906 1.575  0.3369
H 3.973 -2.295 -1.168  0.0845
H 5.613 -2.751 -0.735  0.3565
H 4.436 -0.239 -0.847  0.2902
C 5.454 3.308 -1.773  -1.3480
C 4.082 3.400 -1.147  0.3587
O 3.874 2.343 -0.203  -0.3909
H 5.573 4.049 -2.569  0.3707
H 5.550 2.334 -2.249  0.3191
H 6.202 3.569 -1.028  0.3450
H 3.244 3.369 -1.845  0.0438
H 3.969 4.377 -0.654  0.2349
H 4.286 2.606 0.624  0.2065
C 0.941 -3.774 -4.056  -0.3511
C 0.974 -4.375 -5.429  -0.5006
O 1.014 -3.314 -6.396  -0.4728
H -0.080 -3.433 -3.862  0.0748
H 1.562 -2.882 -3.983  0.0343
H 1.263 -4.503 -3.315  0.3520
H 0.114 -5.015 -5.637  0.2653
H 1.884 -4.982 -5.521  0.3572
H 1.457 -3.612 -7.194  0.2607
C -4.376 -1.865 -2.437  -0.9134
C -3.748 -1.532 -3.761  0.1926
O -3.620 -2.707 -4.570  -0.5629
H -3.756 -2.660 -2.021  0.0606
H -5.424 -2.153 -2.543  0.4048
H -4.451 -1.017 -1.755  0.3074
H -2.780 -1.039 -3.616  -0.0888
H -4.356 -0.820 -4.337  0.3397
H -3.036 -2.471 -5.296  0.3114

Atoms 1-6, force components in eV/Å:
C 0.493 0.210 0.295
C 0.304 -0.441 0.317
C 0.374 -0.063 -0.099
C -0.191 -0.298 0.004
C 0.334 -0.193 -0.514
C 0.654 -0.242 0.430

The SMILES is CC1(C)CCCC(C)(C)N1O.CC1(C)CCCC(C)(C)N1O.CC1(C)CCCC(C)(C)N1O.CCO.CCO.CCO.CCO.CCO.CCO. For the lowest unoccupied orbital energy, the calculation gives 0.01541 Eh. The net charge is 0. Its calculated total energy is -2382.98629 hartree. As for the largest force on an atom: 1.713 eV Å⁻¹. For the HOMO energy, the calculation gives -0.294 Ha.